Record 1
Below is 2 unconnected molecules or ions with the total composition C4H12 in a non-equilibrium geometry, with properties calculated with wB97M-V/def2-TZVPD.

```
16
Properties=species:S:1:pos:R:3
C -0.02898 -2.24683 0.53917
C 1.37235 -1.81472 -0.05198
H 0.25800 -2.92493 1.32216
H -0.47575 -1.30831 1.07431
H -0.70551 -2.72427 -0.16619
H 1.28924 -0.85827 -0.57100
H 1.73676 -2.57964 -0.72930
H 2.04505 -1.75423 0.82610
C -0.84731 1.32566 -0.30512
C -0.56422 2.83756 -0.26915
H -0.13238 0.67921 0.36211
H -1.83462 1.08365 -0.05966
H -0.73160 0.82401 -1.30282
H -0.39865 3.12001 0.85954
H 0.43472 2.96732 -0.88899
H -1.41710 3.37379 -0.63918
```

Results
HOMO-LUMO gap (Eh): 0.4616
HOMO energy (eV): -11.42
SMILES string: CC.CC
Energy relative to the best compared isomer or geometry (same formula, charge and spin) (kcal per mole): 19.1
Lowest unoccupied orbital energy (hartree): 0.0420
M (g/mol): 60.140
Total energy (Ha): -159.554474



Record 2
Below is 2 unconnected molecules or ions with the total composition C3H7NSi in a non-equilibrium geometry, with properties calculated with wB97M-V/def2-TZVPD.

```
12
Properties=species:S:1:pos:R:3
C 3.34519 -0.02967 -0.03213
C -0.86186 1.12567 0.08332
C 1.23124 -1.05664 0.56591
N 4.33922 0.46412 -0.29011
Si -0.03816 -0.42075 -0.65355
H -1.94011 1.00491 0.14116
H -0.50462 1.33002 1.08852
H -0.67009 2.00946 -0.51634
H 1.29816 -0.66721 1.56858
H 1.65833 -2.03940 0.45553
H 0.55511 -0.17604 -1.96653
H -1.03783 -1.49863 -0.76154
```

Results
HOMO-LUMO gap (spin up / spin down) (Eh): 0.3516 / 0.2505
HOMO energy (spin up / spin down) (eV): -8.49 / -11.44
Energy relative to the best compared isomer or geometry (same formula, charge and spin) (kcal per mole): 40.1
Lowest unoccupied orbital energy (spin up / spin down) (hartree): 0.0397 / -0.1698
M (g/mol): 85.182
2S+1: 3
Total energy (Ha): -462.512545